1.
{"formula": "C22H23N7OReS", "method": "ωB97M-V/def2-TZVPD", "symbols": ["Re", "O", "C", "N", "C", "C", "C", "C", "C", "C", "N", "C", "C", "C", "C", "C", "N", "H", "H", "H", "H", "H", "H", "H", "H", "H", "H", "C", "C", "N", "C", "S", "N", "N", "C", "C", "C", "C", "C", "C", "C", "N", "H", "H", "H", "H", "H", "H", "H", "H", "H", "H", "H", "H", "H"], "xyz": [[0.5159, 0.6247, -0.0177], [4.2801, 2.1349, 0.1928], [3.1447, 1.8961, -0.1175], [2.2710, 1.1080, 0.6407], [2.8014, 0.5488, 1.8755], [1.6947, -0.1848, 2.5740], [1.8443, -0.6542, 3.8678], [0.7979, -1.3244, 4.4698], [-0.3825, -1.5074, 3.7586], [-0.4760, -1.0177, 2.4777], [0.5440, -0.3631, 1.8808], [2.5053, 2.3556, -1.3868], [3.1489, 3.1860, -2.2755], [2.4754, 3.5623, -3.4319], [1.1936, 3.0839, -3.6471], [0.6123, 2.2470, -2.7078], [1.2588, 1.8896, -1.5932], [3.6327, -0.1316, 1.6635], [3.2106, 1.3348, 2.5138], [2.7752, -0.4865, 4.3925], [0.8943, -1.6944, 5.4817], [-1.2261, -2.0219, 4.1958], [-1.3829, -1.1264, 1.9019], [4.1500, 3.5226, -2.0433], [2.9464, 4.2209, -4.1489], [0.6345, 3.3525, -4.5320], [-0.3891, 1.8598, -2.8354], [-4.8356, 0.0585, 2.4735], [-4.8681, 0.8655, 1.1854], [-3.6260, 1.6212, 0.9687], [-2.5327, 1.0859, 0.4538], [-1.1416, 2.1503, 0.1602], [-2.4911, -0.1741, 0.0796], [-1.2631, -0.5135, -0.4475], [-1.1603, -1.6454, -1.0643], [-2.2886, -2.5854, -1.3025], [0.1826, -1.9124, -1.5695], [0.4901, -3.0105, -2.3536], [1.7792, -3.1610, -2.8383], [2.7241, -2.1956, -2.5307], [2.3547, -1.1190, -1.7495], [1.1112, -0.9751, -1.2638], [-5.7833, -0.4630, 2.6022], [-4.6851, 0.7048, 3.3383], [-4.0397, -0.6867, 2.4463], [-5.6778, 1.5918, 1.2020], [-5.0123, 0.2196, 0.3213], [-3.5817, 2.5804, 1.2731], [-3.1634, -2.2792, -0.7406], [-2.0047, -3.5983, -1.0143], [-2.5452, -2.6029, -2.3648], [-0.2785, -3.7324, -2.5874], [2.0408, -4.0136, -3.4500], [3.7421, -2.2659, -2.8863], [3.0781, -0.3591, -1.4911]], "forces_ev_per_a": [[-0.3, -0.1, -0.5], [-0.1, 0.0, 0.0], [0.2, -0.1, 0.0], [0.1, 0.1, 0.2], [-0.1, 0.0, 0.1], [0.0, 0.0, 0.0], [0.0, 0.0, 0.0], [0.0, 0.0, 0.0], [0.0, 0.0, 0.0], [0.0, 0.0, -0.1], [0.3, -0.1, 0.1], [-0.1, 0.0, 0.0], [0.0, 0.0, 0.0], [0.0, 0.0, 0.0], [0.0, 0.0, 0.0], [0.1, 0.0, 0.0], [0.0, -0.1, 0.0], [0.0, 0.0, 0.0], [0.0, 0.0, 0.0], [0.0, 0.0, 0.0], [0.0, 0.0, 0.0], [0.0, 0.0, 0.0], [0.0, 0.0, 0.0], [0.0, 0.0, 0.0], [0.0, 0.0, 0.0], [0.0, 0.0, 0.0], [0.0, 0.0, 0.0], [0.0, 0.0, 0.0], [0.0, 0.0, 0.1], [0.0, 0.0, 0.0], [0.0, -0.5, -0.2], [0.0, 0.3, 0.1], [0.1, 0.3, 0.0], [-0.1, 0.3, 0.2], [-0.1, -0.1, -0.1], [0.0, 0.0, 0.0], [-0.1, 0.0, 0.0], [0.1, -0.1, -0.1], [-0.1, 0.0, 0.0], [0.0, 0.1, 0.0], [0.1, 0.0, 0.0], [-0.1, 0.0, 0.1], [0.0, 0.0, 0.0], [0.0, 0.0, 0.0], [0.0, 0.0, 0.0], [0.0, 0.0, 0.0], [0.0, 0.0, 0.0], [0.0, 0.0, 0.0], [0.0, 0.0, 0.0], [0.0, 0.0, 0.0], [0.0, 0.0, 0.0], [0.0, 0.0, 0.0], [0.0, 0.0, 0.0], [0.0, 0.0, 0.0], [0.0, 0.0, 0.0]], "multiplicity": 2, "total_energy_ha": -1786.74262, "e_homo_ev": [-14.29, -14.29], "total_charge": 2, "gap_ha": [0.261, 0.245], "relative_energy_kcal_mol": 0.00}

=====

2.
{"formula": "C22H24AlF3NOS", "method": "ωB97M-V/def2-TZVPD", "symbols": ["C", "C", "S", "C", "Al", "O", "C", "N", "H", "H", "H", "H", "H", "H", "H", "H", "H", "F", "C", "C", "C", "C", "C", "C", "H", "H", "H", "H", "H", "F", "C", "C", "C", "C", "C", "C", "H", "H", "H", "H", "H", "F", "C", "C", "C", "C", "C", "C", "H", "H", "H", "H", "H"], "xyz": [[-0.8454, -0.0483, -4.9991], [0.2341, -0.4664, -4.0058], [-0.3694, -0.1270, -2.3286], [1.1877, -0.1075, -1.3642], [1.6518, 1.7669, -0.7585], [1.2000, 1.9724, 1.0805], [0.8315, 3.1582, 1.3139], [0.4314, 4.2345, 1.4935], [-0.5210, -0.2922, -6.0124], [-1.7800, -0.5830, -4.8253], [-1.0128, 1.0156, -4.8867], [0.4671, -1.5276, -4.0759], [1.1150, 0.1445, -4.1961], [1.1270, -0.8522, -0.5694], [1.9744, -0.4554, -2.0365], [0.8562, 2.9148, -1.5336], [3.2444, 2.0072, -0.9165], [-0.1045, -2.1514, 5.8536], [-0.5829, -1.0080, 5.2915], [-1.8613, -0.6012, 5.6078], [-2.3441, 0.5684, 5.0361], [-1.5511, 1.2993, 4.1621], [-0.2677, 0.8655, 3.8574], [0.2263, -0.2985, 4.4291], [-2.4629, -1.1910, 6.2870], [-3.3433, 0.9080, 5.2755], [-1.9294, 2.2085, 3.7146], [0.3450, 1.4307, 3.1707], [1.2254, -0.6517, 4.2098], [-0.4794, 3.2341, -4.8358], [-1.1828, 3.8800, -5.7737], [-0.6187, 4.9758, -6.3984], [-1.3493, 5.6396, -7.3728], [-2.6276, 5.2105, -7.7041], [-3.1758, 4.1095, -7.0600], [-2.4516, 3.4326, -6.0897], [0.3755, 5.2968, -6.1186], [-0.9183, 6.4961, -7.8745], [-3.1952, 5.7341, -8.4622], [-4.1736, 3.7752, -7.3125], [-2.8572, 2.5694, -5.5797], [0.2686, -7.5367, 4.4344], [1.1967, -6.6274, 4.8045], [2.5207, -7.0131, 4.8591], [3.4718, -6.0757, 5.2361], [3.0874, -4.7812, 5.5581], [1.7479, -4.4166, 5.4996], [0.7918, -5.3452, 5.1150], [2.7955, -8.0292, 4.6095], [4.5154, -6.3586, 5.2774], [3.8324, -4.0545, 5.8540], [1.4448, -3.4131, 5.7522], [-0.2554, -5.0802, 5.0546]], "forces_ev_per_a": [[0.2, -0.5, 0.1], [-0.5, 0.2, 0.2], [0.0, -0.1, 0.1], [-0.1, 0.3, 0.1], [0.3, -0.1, -0.3], [0.2, 0.1, -0.5], [-0.4, 0.1, 0.0], [0.1, 0.0, 0.3], [0.0, 0.2, -0.1], [-0.1, 0.0, 0.1], [-0.1, 0.1, -0.2], [0.2, 0.0, -0.2], [0.2, -0.1, 0.1], [-0.1, -0.1, 0.0], [0.1, 0.0, 0.0], [-0.1, -0.1, 0.1], [0.1, -0.1, 0.2], [-0.2, 0.2, 0.0], [-0.1, 0.2, -0.1], [-0.1, -0.1, 0.1], [0.1, 0.0, -0.1], [-0.1, 0.0, 0.0], [-0.1, 0.0, 0.1], [0.1, -0.1, 0.0], [0.0, 0.0, 0.0], [0.0, 0.0, 0.0], [0.0, 0.0, 0.0], [0.0, -0.1, 0.0], [0.0, 0.0, 0.0], [0.0, 0.1, 0.0], [-0.1, 0.1, -0.1], [0.1, 0.1, 0.0], [-0.1, -0.1, 0.0], [0.0, 0.0, 0.0], [0.1, 0.1, 0.0], [-0.1, -0.1, 0.0], [0.0, 0.0, 0.0], [0.0, 0.0, 0.0], [0.0, 0.0, 0.0], [0.0, 0.0, 0.0], [0.0, 0.0, 0.0], [0.0, 0.0, 0.0], [0.1, 0.1, 0.0], [0.1, -0.1, 0.0], [-0.1, 0.1, 0.0], [0.0, 0.0, 0.0], [0.2, -0.1, 0.0], [-0.2, 0.0, 0.0], [0.0, 0.0, 0.0], [0.0, 0.0, 0.0], [0.0, 0.0, 0.0], [0.1, -0.1, 0.0], [0.0, 0.0, 0.0]], "total_energy_ha": -1923.00893, "e_homo_ev": -4.52, "total_charge": -1, "gap_ha": 0.259}

=====

3.
{"formula": "C22H24BBrGaN4OS3", "method": "ωB97M-V/def2-TZVPD", "symbols": ["Ga", "C", "C", "S", "C", "C", "S", "C", "C", "S", "H", "H", "H", "H", "H", "H", "H", "H", "H", "H", "H", "H", "Br", "C", "C", "C", "C", "C", "C", "N", "N", "C", "C", "C", "C", "O", "C", "N", "C", "C", "C", "C", "H", "H", "H", "H", "H", "H", "H", "H", "H", "B", "C", "N", "H", "H", "H"], "xyz": [[-2.0699, 0.1561, 0.1502], [-4.3418, -2.1229, 1.1397], [-4.1773, -2.5394, -0.3225], [-3.2329, -1.4541, -1.4422], [-4.4360, -0.4559, -2.3267], [-5.2087, 0.5147, -1.4500], [-4.0896, 1.5127, -0.4259], [-5.0832, 1.6462, 1.1029], [-5.0702, 0.4791, 2.0782], [-5.7936, -1.0934, 1.5180], [-3.4480, -1.6297, 1.5227], [-4.4505, -3.0362, 1.7253], [-5.1459, -2.6854, -0.8026], [-3.6373, -3.4840, -0.3702], [-5.1157, -1.1091, -2.8736], [-3.8295, 0.0751, -3.0637], [-5.8730, -0.0194, -0.7742], [-5.7911, 1.1965, -2.0687], [-6.0905, 1.8530, 0.7400], [-4.7214, 2.5494, 1.5969], [-5.6634, 0.7860, 2.9412], [-4.0658, 0.2793, 2.4467], [10.8454, -0.7280, -0.9887], [8.9673, -0.6425, -0.8427], [8.3782, 0.4850, -0.2935], [6.9987, 0.5292, -0.1759], [6.2300, -0.5494, -0.5900], [6.8273, -1.6689, -1.1621], [8.2013, -1.7145, -1.2899], [4.8240, -0.4123, -0.3971], [4.1836, -1.4667, -0.5199], [2.7772, -1.3532, -0.3300], [2.1669, -2.5351, 0.0062], [0.7959, -2.6349, 0.3149], [0.0144, -1.5180, 0.2412], [-1.2966, -1.4914, 0.5370], [0.6042, -0.3014, -0.2357], [-0.2630, 0.7428, -0.4009], [0.1906, 1.9477, -0.6913], [1.5488, 2.1709, -0.9079], [2.4316, 1.1216, -0.8369], [1.9841, -0.1714, -0.4740], [8.9881, 1.3144, 0.0333], [6.5087, 1.3927, 0.2528], [6.2134, -2.4887, -1.5065], [8.6837, -2.5732, -1.7346], [2.7943, -3.4135, 0.0737], [0.3654, -3.5778, 0.6204], [-0.5340, 2.7489, -0.7754], [1.8874, 3.1689, -1.1423], [3.4800, 1.2799, -1.0295], [-2.2903, 4.0088, 2.3531], [-2.1223, 2.5165, 1.9646], [-2.0585, 1.3988, 1.6443], [-1.4936, 4.2594, 3.2164], [-2.0562, 4.6028, 1.3216], [-3.4405, 4.1339, 2.7037]], "forces_ev_per_a": [[-0.2, 0.1, 0.1], [0.0, 0.1, 0.0], [-0.1, 0.1, 0.0], [0.3, 0.0, -0.2], [0.0, 0.0, 0.0], [0.1, 0.0, -0.1], [-0.2, 0.0, 0.0], [0.0, 0.1, 0.0], [0.0, -0.1, -0.1], [0.0, 0.0, 0.0], [0.0, -0.1, 0.0], [0.0, 0.0, 0.0], [0.0, -0.1, 0.0], [0.0, 0.0, 0.0], [0.0, 0.0, 0.0], [0.0, 0.0, 0.0], [0.0, 0.0, 0.0], [0.0, 0.0, 0.0], [0.0, 0.0, 0.0], [0.0, 0.0, 0.0], [0.0, 0.0, 0.0], [0.0, 0.0, 0.1], [0.0, 0.0, 0.0], [0.0, 0.0, 0.0], [0.0, 0.0, 0.0], [0.0, 0.0, 0.0], [-0.1, 0.1, 0.0], [0.0, 0.0, 0.0], [0.0, 0.0, 0.0], [0.1, -0.1, 0.0], [-0.2, 0.2, 0.0], [0.2, -0.1, -0.1], [-0.1, 0.0, 0.1], [0.2, 0.0, 0.0], [-0.2, 0.3, -0.3], [0.2, -0.1, 0.4], [-0.1, -0.2, 0.2], [0.0, -0.1, -0.2], [0.0, 0.1, -0.2], [0.0, 0.0, 0.0], [0.0, 0.0, 0.0], [0.0, 0.0, 0.0], [0.0, 0.0, 0.0], [0.0, 0.0, 0.0], [0.0, 0.0, 0.0], [0.0, 0.0, 0.0], [0.0, 0.0, 0.0], [0.0, 0.0, 0.0], [0.0, 0.0, 0.0], [0.0, 0.0, 0.0], [0.0, 0.0, 0.0], [0.1, 0.0, -0.1], [0.0, -0.1, 0.2], [0.0, -0.1, 0.1], [0.0, 0.0, 0.0], [0.0, 0.0, 0.0], [0.0, 0.0, 0.0]], "total_energy_ha": -6865.01013, "e_homo_ev": -10.56, "total_charge": 1, "gap_ha": 0.254, "relative_energy_kcal_mol": 0.00}